C35H35BClN2O17PS | ωB97M-V/def2-TZVPD

Each line ends with the Mulliken charge.
Atoms and positions in Å:
C (2.67988, -0.95838, 4.03102)  -0.41
C (2.23589, -0.51294, 2.86321)  -0.70
C (1.54631, -0.38605, 1.39027)  0.54
C (-0.04507, -0.67088, 1.40942)  0.66
O (-0.56238, 0.33241, 2.36063)  -0.64
O (-0.25370, -1.93656, 2.09320)  -0.47
S (0.63584, -3.20944, 1.43927)  0.77
O (0.94076, -4.16550, 2.58367)  -0.69
O (-0.40546, -3.90011, 0.30922)  -0.50
C (-0.52458, -3.04562, -0.86824)  -0.37
C (0.91373, -2.77488, -1.62320)  -0.09
C (1.83848, -4.09988, -1.70784)  -0.06
O (1.28547, -5.26661, -1.72578)  -0.54
N (3.33164, -4.09675, -1.82680)  0.01
C (3.69241, -3.37278, -3.08974)  -0.78
C (3.99659, -3.52514, -0.61153)  -0.55
C (-1.44987, -1.74124, -0.70753)  -0.89
P (-3.18728, -2.29312, -0.10465)  0.01
O (-3.31809, -4.01811, -0.38604)  -0.48
Cl (-3.44501, -2.08757, 1.97418)  -0.21
C (-0.84465, -0.44746, 0.03332)  0.71
N (-0.17146, 0.37794, -1.00736)  -0.24
O (-2.04579, 0.34666, 0.39637)  -0.43
B (-2.43226, 1.23275, -0.68246)  1.16
O (-2.18267, 2.66219, -0.53661)  -0.62
O (-3.01975, 0.80674, -1.95297)  -0.68
H (3.26564, -1.49413, 4.87797)  0.36
H (2.14958, -0.94833, 0.59476)  0.14
H (1.66251, 0.74836, 1.12881)  0.03
H (-0.54074, -0.06696, 3.27686)  0.37
H (-1.08813, -3.71809, -1.64398)  0.61
H (0.61020, -2.54220, -2.72980)  0.45
H (1.45321, -1.83405, -1.24867)  -0.10
H (2.88028, -3.66411, -3.87600)  0.31
H (4.73041, -3.77406, -3.43955)  0.29
H (3.67400, -2.23223, -2.93303)  0.27
H (4.92589, -4.17594, -0.33660)  0.28
H (4.39864, -2.47370, -0.85632)  0.25
H (3.32377, -3.50020, 0.32365)  0.13
H (-1.65175, -1.38731, -1.80730)  0.82
H (-4.26311, -4.12686, -0.67750)  0.35
H (0.14163, -0.14863, -1.83050)  0.15
H (0.51100, 1.05612, -0.65140)  0.27
H (-1.31453, 2.69357, -0.03859)  0.21
H (-2.78582, 1.50548, -2.64168)  0.41
C (-5.16907, 5.54697, -1.29769)  -0.50
C (-4.41901, 4.48889, -1.61296)  -0.18
C (-4.61208, 3.76543, -2.88661)  0.31
O (-3.92958, 2.79677, -3.17688)  -0.55
C (-5.66584, 4.25939, -3.79761)  -0.42
C (-6.41534, 5.31694, -3.48229)  -0.40
C (-6.22252, 6.04090, -2.20838)  0.29
O (-6.90537, 7.00789, -1.92090)  -0.56
H (-5.04173, 6.08840, -0.36854)  0.46
H (-3.64273, 4.11479, -0.95738)  0.70
H (-5.79330, 3.71794, -4.72686)  0.42
H (-7.19180, 5.69092, -4.13833)  0.40
C (3.62337, 5.20194, 1.21808)  -0.28
C (2.53454, 4.72055, 0.61561)  -0.43
C (1.60735, 3.81262, 1.32083)  0.19
O (0.61247, 3.36997, 0.77073)  -0.43
C (1.93041, 3.45889, 2.71876)  -0.23
C (3.01896, 3.93994, 3.32130)  -0.51
C (3.94694, 4.84866, 2.61592)  0.29
O (4.94058, 5.29021, 3.16588)  -0.59
H (4.31382, 5.86756, 0.71634)  0.52
H (2.28275, 4.96984, -0.40738)  0.47
H (1.23916, 2.79253, 3.22045)  0.48
H (3.27079, 3.69018, 4.34468)  0.45
C (6.69536, 3.85800, -0.47054)  -0.08
C (7.92500, 3.38893, -0.68971)  -0.48
C (8.31521, 2.84728, -2.00828)  0.28
O (9.43634, 2.41723, -2.20865)  -0.54
C (7.29142, 2.84694, -3.07445)  -0.40
C (6.06178, 3.31602, -2.85518)  -0.48
C (5.67172, 3.85757, -1.53681)  0.46
O (4.54860, 4.28831, -1.33616)  -0.46
H (6.39264, 4.25768, 0.48965)  0.41
H (8.68666, 3.38274, 0.08031)  0.43
H (7.59430, 2.44734, -4.03430)  0.41
H (5.30003, 3.32226, -3.62518)  0.44
C (-7.51393, -5.94112, 3.46332)  -0.34
C (-7.17731, -7.05097, 2.80386)  -0.33
C (-5.76408, -7.37112, 2.51286)  0.39
O (-5.45633, -8.38335, 1.90900)  -0.55
C (-4.73891, -6.41552, 2.98190)  -0.36
C (-5.07569, -5.30552, 3.64147)  -0.30
C (-6.48861, -4.98538, 3.93240)  0.36
O (-6.79695, -3.97331, 4.53616)  -0.56
H (-8.54414, -5.69079, 3.68427)  0.40
H (-7.91608, -7.76167, 2.45411)  0.40
H (-3.70866, -6.66570, 2.76095)  0.45
H (-4.33691, -4.59487, 3.99111)  0.44

The value obtained for the gap between HOMO and LUMO is 0.2426 Eh. The value obtained for the energy is -107964.509 eV. For the HOMO energy, the calculation gives -8.737 eV. The LUMO energy comes out at -2.1 eV.


C35H35Br40NO5 | ωB97M-V/def2-TZVPD

Each line ends with the Mulliken charge.
Atoms and positions in Å:
C (-3.04933, 5.41220, -3.14870)  -1.01
C (-1.63465, 5.36604, -2.55105)  -0.78
C (-0.96495, 3.99440, -2.50115)  -0.37
C (-1.80163, 2.88020, -1.79175)  -1.59
C (-0.85662, 2.11432, -0.86488)  0.59
C (-0.27758, 0.89142, -1.22122)  -0.03
C (-0.56736, 0.19113, -2.52178)  -2.19
C (-1.61735, -0.90142, -2.24618)  1.76
C (-3.05863, -0.41307, -2.37141)  -0.91
O (-1.43673, -1.99363, -3.14622)  -0.61
C (0.63126, 0.29836, -0.34328)  0.42
Br (1.46141, -1.35262, -0.79463)  -0.03
C (0.99359, 0.88587, 0.86956)  0.66
O (1.95008, 0.23816, 1.62313)  -0.53
C (3.11207, 0.93458, 1.90379)  -0.06
O (3.53943, 0.87782, 3.00972)  -0.70
C (3.84338, 1.69021, 0.84481)  0.55
C (3.67454, 1.52167, -0.52855)  0.36
C (4.44884, 2.25753, -1.41498)  -1.13
C (5.38417, 3.17802, -0.95642)  -0.37
C (5.56171, 3.35619, 0.41339)  -0.82
C (4.78518, 2.61710, 1.29453)  -0.81
C (0.36552, 2.05884, 1.22055)  1.73
C (-0.56503, 2.69041, 0.37512)  0.67
C (-1.06392, 3.95854, 1.01082)  -0.34
O (-1.66014, 4.86738, 0.53669)  -0.49
N (-0.69517, 3.86768, 2.39921)  -0.41
C (0.46746, 3.01614, 2.42844)  -1.05
O (1.30011, 3.17152, 3.26233)  -0.14
H (-3.01879, 4.92690, -4.12904)  0.17
H (-3.30326, 6.46143, -3.29265)  0.29
H (-3.77853, 4.92353, -2.50634)  0.44
H (-1.64616, 5.84587, -1.57822)  0.30
H (-1.00633, 5.99769, -3.18765)  0.45
H (-0.04785, 4.12485, -1.92251)  0.30
H (-0.65485, 3.66427, -3.49388)  0.21
H (-2.56259, 3.31049, -1.14574)  0.58
H (-2.20175, 2.23453, -2.56210)  0.47
H (0.30296, -0.33432, -2.90215)  0.59
H (-0.96247, 0.86452, -3.27868)  0.18
H (-1.44119, -1.25527, -1.22900)  -0.57
H (-3.69264, -1.20436, -1.96388)  0.26
H (-3.22631, 0.48657, -1.78197)  0.38
H (-3.33704, -0.29213, -3.41636)  -0.01
H (-2.21865, -2.54558, -3.03401)  0.41
H (2.95188, 0.82170, -0.91087)  0.65
H (4.34629, 2.12944, -2.48437)  0.49
H (5.99441, 3.76308, -1.63072)  0.41
H (6.28431, 4.05695, 0.80539)  0.48
H (4.92581, 2.76242, 2.35543)  0.82
H (-1.45348, 3.29044, 2.77000)  0.32
C (-7.13377, -1.14229, -3.57879)  -0.36
Br (-6.51741, -2.23973, -2.12080)  -0.01
Br (-6.11572, 0.48612, -3.73569)  0.02
Br (-7.16510, -2.11405, -5.23868)  -0.01
H (-8.15181, -0.85987, -3.35370)  0.35
C (-0.67338, -0.58473, -6.52422)  -0.23
Br (-0.17769, -1.44691, -8.17102)  -0.04
Br (-0.11192, 1.25837, -6.46973)  0.05
Br (-2.55212, -0.73999, -6.16542)  0.01
H (-0.15671, -1.10032, -5.72569)  0.20
C (3.36868, 5.79256, 5.11327)  0.30
Br (1.92623, 7.06436, 5.10577)  -0.02
Br (3.98705, 5.41495, 3.32672)  0.03
Br (4.81228, 6.34986, 6.25854)  -0.05
H (2.97898, 4.86810, 5.51533)  -0.32
C (4.92734, -4.00110, -0.81787)  -0.33
Br (6.46451, -5.14318, -0.61240)  -0.05
Br (3.57794, -4.87294, -1.88148)  -0.04
Br (4.26360, -3.38871, 0.88574)  0.01
H (5.25285, -3.12093, -1.35327)  0.36
C (1.29050, 5.57530, -6.96186)  -0.33
Br (2.34773, 4.00649, -7.31922)  -0.04
Br (0.99467, 6.61219, -8.55401)  -0.03
Br (-0.36605, 5.12598, -6.08469)  0.00
H (1.85490, 6.19241, -6.27819)  0.37
C (-2.10019, -4.76006, 0.56493)  -0.36
Br (-2.85593, -5.84492, -0.83700)  -0.08
Br (-0.18177, -4.79250, 0.57678)  0.28
Br (-2.74042, -2.95465, 0.54237)  -0.03
H (-2.41682, -5.20421, 1.49960)  0.37
C (-6.47385, 6.32199, -5.16436)  -0.29
Br (-7.00439, 4.51187, -4.80041)  0.03
Br (-7.79537, 7.25559, -6.20557)  -0.04
Br (-6.01134, 7.27182, -3.56017)  -0.02
H (-5.57506, 6.27337, -5.76234)  0.30
C (-2.65893, 0.15849, 3.78012)  -0.23
Br (-3.29263, -1.62315, 3.46755)  -0.06
Br (-2.11320, 1.09042, 2.15900)  0.18
Br (-3.92872, 1.20208, 4.78431)  -0.04
H (-1.76755, 0.07254, 4.38767)  0.19
C (2.86703, -8.52084, 0.27366)  -0.39
Br (2.70915, -10.36441, 0.80448)  -0.02
Br (1.39757, -7.97794, -0.84291)  -0.04
Br (3.05204, -7.35061, 1.79216)  0.03
H (3.76915, -8.42963, -0.31479)  0.36
C (-0.37473, -8.53618, 2.62124)  0.82
Br (-0.28662, -10.24812, 3.48732)  -0.03
Br (-2.02906, -8.27688, 1.67609)  -0.02
Br (-0.05127, -7.06752, 3.82894)  0.06
H (0.41940, -8.50936, 1.88631)  -0.87
C (2.33065, 1.27764, 6.69353)  -0.55
Br (1.52274, -0.40735, 6.19938)  0.03
Br (2.91171, 2.23370, 5.13502)  0.20
Br (1.15209, 2.33672, 7.79568)  -0.06
H (3.19943, 1.04948, 7.29369)  0.46
C (1.24530, -10.25547, 7.86196)  -0.36
Br (0.61577, -8.94552, 6.60275)  0.07
Br (-0.08640, -10.66984, 9.18988)  -0.03
Br (1.87644, -11.84256, 6.96898)  -0.04
H (2.08930, -9.82580, 8.38146)  0.34
C (1.49180, -3.56992, 5.57805)  -0.39
Br (2.72248, -5.05391, 5.53311)  -0.07
Br (0.78147, -3.16976, 3.82974)  0.29
Br (0.08949, -3.85168, 6.86420)  0.00
H (2.05228, -2.70286, 5.89835)  0.16

The value obtained for the gap between HOMO and LUMO is 0.3199 Eh. The value obtained for the energy is -2850285.318 eV. For the HOMO energy, the calculation gives -9.572 eV. The LUMO energy comes out at -0.9 eV.